Entry 1:
ORCA calculation (ωB97M-V/def2-TZVPD) on a cluster of 2 separate species, C8H10ClNO2 in total in a non-equilibrium geometry.

```
22
Properties=species:S:1:pos:R:3:forces:R:3
Cl 2.219240 -0.327450 -2.078813 0.15 -0.01 0.03
O -0.482665 1.262434 1.907554 -0.44 0.39 0.42
O 0.276775 1.900534 -2.253698 0.19 0.09 0.03
N 1.052243 0.220093 0.655049 0.37 0.52 0.90
C 0.631406 0.531110 1.804087 0.51 -0.40 -0.17
C 1.252889 0.187771 3.129726 -0.24 0.10 -0.09
C -0.247346 0.729013 -1.834114 -0.01 -0.47 -0.06
C -1.604955 0.648806 -1.550304 0.29 0.15 -0.10
C -0.023370 -1.614208 -1.268473 0.07 0.19 -0.18
C 0.541033 -0.411418 -1.645466 -0.79 -0.32 -1.28
C -2.162315 -0.545279 -1.124176 -0.02 0.04 0.09
C -1.378240 -1.674775 -0.987204 0.00 -0.14 0.06
H 0.526536 0.313113 3.926892 0.01 -0.03 0.10
H -2.211565 1.530133 -1.683204 -0.07 0.15 -0.04
H 2.092662 0.856597 3.309447 0.03 0.05 0.05
H -1.817837 -2.607931 -0.671183 -0.03 -0.09 0.03
H 1.235712 1.785547 -2.356775 -0.21 0.07 0.03
H -0.808086 1.457139 1.015006 0.11 -0.14 -0.06
H 1.903051 -0.329046 0.666064 0.07 -0.05 0.25
H 1.624510 -0.834064 3.120468 -0.01 -0.01 -0.01
H 0.599744 -2.489227 -1.172429 0.10 -0.07 0.00
H -3.219422 -0.588892 -0.908456 -0.08 -0.01 0.01
```
Forces are in eV/Å.

The total charge is 0. For the energy relative to the best compared isomer or geometry (same formula, charge and spin), the calculation gives 5.5 kcal per mole. For the LUMO energy, the calculation gives 0.715 eV. Its electronic energy is -26565.5619 eV.

***

Entry 2:
ORCA calculation (ωB97M-V/def2-TZVPD) on a structure of composition C8H10CrO5 in a non-equilibrium geometry.

```
24
Properties=species:S:1:pos:R:3:forces:R:3
Cr -0.126073 -0.526864 -2.059864 0.62 4.33 2.76
O -1.198458 4.986369 -0.293027 0.10 -1.69 -2.55
O -2.505466 -2.279398 -1.475185 5.74 3.35 -1.92
O -0.450283 -0.810639 -5.041886 1.06 0.87 6.58
O 2.471231 -1.979181 -1.620429 -5.56 2.12 -1.84
O 0.017185 0.018770 0.032467 0.66 -0.58 1.17
C -0.931846 -0.383724 1.094236 -1.14 1.07 -0.44
C -0.572887 -1.735835 1.687398 0.96 -1.06 0.15
C 1.429123 -1.544443 -1.922778 7.77 -3.79 2.02
C 1.272444 0.570855 0.529656 -0.62 1.97 -0.87
C -0.278928 -0.671381 -3.890767 -1.48 -1.35 -10.09
C 1.076825 1.590528 1.642414 0.06 -0.35 0.97
C -1.153643 4.327812 -1.230183 -0.07 1.59 2.57
C -1.536126 -1.688661 -1.777745 -8.33 -5.67 2.09
H -0.524025 -2.522260 0.925916 0.01 0.10 0.13
H 1.757554 1.037720 -0.338683 0.01 -0.27 -0.10
H -1.342005 -2.023923 2.405831 -0.29 0.26 -0.04
H -1.909693 -0.362543 0.595682 0.17 -0.29 0.04
H 0.354441 2.364423 1.335948 0.10 -0.17 -0.09
H 0.752381 1.110334 2.580689 0.25 0.40 -0.27
H -0.936329 0.389221 1.867671 0.19 -0.07 -0.18
H 0.377657 -1.684998 2.244855 -0.25 0.07 -0.28
H 1.915094 -0.251794 0.859153 0.12 -0.69 0.35
H 2.041830 2.069602 1.848636 -0.06 -0.15 -0.15
```
Forces are in eV/Å.

The total charge is +3. For the energy relative to the best compared isomer or geometry (same formula, charge and spin), the calculation gives 25.4 kcal per mole. Its spin multiplicity is 4. For the LUMO energy (alpha / beta), the calculation gives -15.376 / -18.146 eV. Its electronic energy is -47076.6836 eV.

***

Entry 3:
ORCA calculation (ωB97M-V/def2-TZVPD) on a structure of composition C8H10I2N in a non-equilibrium geometry.

```
21
Properties=species:S:1:pos:R:3:forces:R:3
I 0.005637 2.709161 -1.051596 0.00 -0.19 -0.33
I 1.566902 1.489687 2.271502 -0.60 -0.55 -0.28
N 2.186210 0.818681 -0.908285 4.97 -1.73 -0.57
C -2.153793 -1.389836 1.038180 -1.63 0.11 -0.49
C 0.594953 0.085579 -2.502682 0.91 -1.62 0.13
C -0.221806 -0.246810 0.281855 3.23 4.13 -1.27
C -2.040317 -0.902481 2.307346 1.81 -0.12 0.30
C -0.833865 -0.214414 2.652064 -1.48 0.47 0.89
C -1.287430 -0.967481 -0.001753 -2.56 -3.06 -0.62
C 0.801351 0.717364 -1.201842 -3.69 -0.62 3.49
C -0.102833 0.230034 1.603962 2.83 0.33 -0.37
H 1.320927 0.483071 -3.185281 0.13 0.28 -0.80
H -2.805445 -1.105242 3.011643 -0.34 -0.26 0.78
H -1.630180 -1.430315 -0.923935 0.81 0.57 -0.50
H -3.065363 -2.010989 0.788613 1.28 0.83 0.14
H -0.510825 0.107021 3.680700 -0.93 -0.52 -1.12
H 0.685972 -1.015448 -2.511225 0.34 0.31 0.37
H 2.787317 1.315513 -1.687838 -1.63 -0.89 1.55
H 2.452539 1.261657 0.002450 -0.63 -0.05 -0.21
H 2.624857 -0.184663 -0.848792 -0.90 1.96 -0.11
H -0.374807 0.249911 -2.815085 -1.93 0.61 -0.98
```
Forces are in eV/Å.

The total charge is +1. For the energy relative to the best compared isomer or geometry (same formula, charge and spin), the calculation gives 0.0 kcal per mole. For the LUMO energy, the calculation gives -3.623 eV. Its electronic energy is -26140.1541 eV.

***

Entry 4:
ORCA calculation (ωB97M-V/def2-TZVPD) on the molecule C8H10IN3 in a non-equilibrium geometry.

```
22
Properties=species:S:1:pos:R:3:forces:R:3
I -3.545281 -0.776263 -0.130764 0.54 0.18 -0.17
N -1.755953 -0.000776 0.824133 -1.02 -1.97 0.93
N -1.209210 1.044323 0.212741 0.37 0.94 -0.70
N 0.319148 2.442441 -0.542313 -0.66 -1.16 0.14
C 0.996070 -0.070895 -0.334879 -3.47 1.91 0.51
C 0.448747 -1.151028 0.188130 -0.09 -1.39 1.48
C 0.063666 1.164299 -0.217708 2.03 0.11 -0.88
C 0.971850 -2.543293 0.157835 -0.80 -0.77 -3.69
C -0.760479 -1.097346 1.103666 -0.66 1.91 -0.58
C -0.883637 3.116675 -0.336341 1.03 -0.70 0.19
C 2.203116 0.108831 -1.118621 0.51 -0.27 -0.11
C -1.830588 2.258848 0.117210 0.09 0.08 0.88
H 1.942070 0.011781 -2.195472 0.78 -0.33 0.59
H 3.034400 -0.487891 -0.672173 -0.52 0.30 -1.06
H 1.896080 -2.713600 -0.504948 -1.74 0.22 0.56
H 2.374600 1.145672 -0.943361 0.95 0.93 -0.28
H -1.395281 -1.972392 1.077638 0.55 -0.46 0.30
H -0.433201 -0.832737 2.113755 0.11 -0.46 0.12
H -0.919957 4.181711 -0.388077 -0.15 0.34 -0.31
H -2.743043 2.348837 0.667399 -0.49 0.38 -0.31
H 0.020472 -3.166243 -0.117898 1.96 0.65 -0.39
H 1.206410 -3.010953 1.040040 0.70 -0.44 2.77
```
Forces are in eV/Å.

The total charge is 0. For the energy relative to the best compared isomer or geometry (same formula, charge and spin), the calculation gives 35.6 kcal per mole. For the LUMO energy, the calculation gives -0.823 eV. Its electronic energy is -21026.1865 eV.

***

Entry 5:
ORCA calculation (ωB97M-V/def2-TZVPD) on a cluster of 2 separate species, C8H10N2 in total in a non-equilibrium geometry.

```
20
Properties=species:S:1:pos:R:3:forces:R:3
N -1.404821 -0.253218 0.027164 0.39 -0.31 -0.61
N -0.719749 -0.605326 -1.087900 -1.97 3.29 -0.90
C -0.103590 -1.879290 -1.072594 1.05 -0.43 -2.41
C 1.034371 0.605663 1.040769 -2.02 0.55 1.75
C 1.729019 1.229733 0.092334 0.76 -0.34 -1.06
C -0.326621 1.184816 1.025284 0.03 -0.80 -0.73
C -0.637668 -2.403969 0.184303 -0.83 1.66 0.83
C -1.310113 -1.402351 0.813552 0.56 -0.78 0.89
C 0.877670 2.157481 -0.610561 -0.51 1.57 -0.38
C -0.352597 2.240973 0.000327 2.60 -2.23 0.95
H -1.613610 -1.430965 1.908268 0.25 0.31 -1.77
H 1.281394 -0.023502 1.886753 0.52 -0.29 -0.51
H -0.128122 -3.049074 0.809386 0.56 -2.12 0.68
H 0.995285 -1.805219 -1.049491 0.09 0.02 0.44
H 1.274914 2.822331 -1.407770 -0.55 -0.60 0.57
H 2.754334 1.083299 -0.189258 0.31 -0.15 0.07
H -1.051895 0.914994 1.776686 0.11 0.96 0.42
H -0.225367 -2.355384 -2.112873 -0.53 0.07 1.58
H -1.113334 2.908564 -0.175593 -1.67 1.17 -0.56
H -0.959500 0.060444 -1.858787 0.85 -1.54 0.77
```
Forces are in eV/Å.

The total charge is 0. For the energy relative to the best compared isomer or geometry (same formula, charge and spin), the calculation gives 107.8 kcal per mole. For the LUMO energy (alpha / beta), the calculation gives -0.286 / -0.138 eV. Its electronic energy is -11433.0789 eV.

***

Entry 6:
ORCA calculation (ωB97M-V/def2-TZVPD) on the molecule C8H10N2 in a non-equilibrium geometry.

```
20
Properties=species:S:1:pos:R:3:forces:R:3
N 1.078719 -0.403438 2.320275 -0.70 -1.22 -0.28
N 0.722250 0.096644 -0.038851 2.50 0.62 -1.36
C -0.027223 -2.397364 -0.500002 -0.13 -0.49 0.07
C 0.829537 -1.594129 2.030258 1.99 3.34 0.71
C 0.805108 0.669516 1.315041 -3.61 -4.41 0.69
C 1.035565 1.212728 -1.016294 -1.41 -1.01 -0.47
C -0.673248 1.079094 1.503542 0.53 2.11 2.91
C 0.830367 -2.845734 1.727182 -0.18 1.16 1.27
C 0.075602 -1.045385 -0.617017 1.58 0.78 1.79
C 0.363628 -3.275544 0.573792 -0.50 -0.49 -0.62
H 1.473835 1.462331 1.512294 0.97 0.65 -0.60
H -1.060124 1.605419 0.655056 -0.11 0.34 -0.49
H 0.213368 -4.323319 0.509147 -0.08 -0.96 -0.89
H 1.858020 1.937764 -0.824392 -0.37 -1.03 0.67
H 1.275914 0.693444 -1.951121 -0.17 0.54 0.01
H -0.372948 -0.754303 -1.489926 -0.91 1.01 -2.28
H -0.483617 -2.909271 -1.369857 0.13 0.62 0.56
H 0.102761 1.811459 -1.114712 0.57 -0.10 -0.38
H -0.776555 1.757779 2.415832 0.08 -0.63 -1.11
H -1.298668 0.248032 1.744425 -0.16 -0.82 -0.21
```
Forces are in eV/Å.

The total charge is 0. For the energy relative to the best compared isomer or geometry (same formula, charge and spin), the calculation gives 108.2 kcal per mole. For the LUMO energy, the calculation gives 0.046 eV. Its electronic energy is -11433.0601 eV.

***

Entry 7:
ORCA calculation (ωB97M-V/def2-TZVPD) on the molecule C8H10N2O in a non-equilibrium geometry.

```
21
Properties=species:S:1:pos:R:3:forces:R:3
O 1.753550 -1.556321 0.799118 -2.43 -1.48 2.33
N -0.504678 -0.070655 1.244636 -0.09 0.43 0.01
N -2.769070 -0.126320 0.457974 -0.20 0.51 0.98
C -1.728134 0.723976 1.134607 0.17 1.36 0.20
C -2.295631 -0.828852 -0.396262 -0.58 -0.02 -0.31
C 1.475754 -0.508037 -0.018660 1.20 1.30 -3.09
C -0.289966 1.395438 -0.522629 -0.39 1.62 -0.11
C -1.669232 -1.614404 -1.207854 -1.21 0.43 -2.39
C 0.235063 0.281998 0.250214 -0.03 -1.54 1.15
C 2.763626 0.318539 0.066481 2.54 -1.00 -1.27
C -1.386361 1.825761 0.134332 1.13 -2.05 -0.10
H 0.155210 1.831698 -1.420953 -0.07 -0.17 0.47
H 0.988921 -1.564309 1.455070 1.16 -0.31 -0.85
H 3.529773 -0.463431 -0.506585 -1.47 2.55 1.46
H -1.488110 -2.530946 -0.804058 1.04 -2.51 1.33
H 1.416048 -0.885678 -1.139484 -0.23 0.76 1.90
H -2.173566 1.126920 2.067962 0.54 -0.68 -0.38
H 2.754086 1.330544 -0.418901 0.06 -1.03 0.22
H -2.030150 2.633050 -0.028420 -0.75 1.02 -0.57
H 3.158393 0.403363 1.126618 -0.80 -0.06 -1.21
H -1.895516 -1.722335 -2.273197 0.39 0.89 0.24
```
Forces are in eV/Å.

The total charge is 0. For the energy relative to the best compared isomer or geometry (same formula, charge and spin), the calculation gives 98.7 kcal per mole. For the LUMO energy, the calculation gives 0.162 eV. Its electronic energy is -13482.0546 eV.

***

Entry 8:
ORCA calculation (ωB97M-V/def2-TZVPD) on the molecule C8H10N2O in a non-equilibrium geometry.

```
21
Properties=species:S:1:pos:R:3:forces:R:3
O 2.099106 2.217665 0.909318 0.46 -0.35 1.30
N 1.338553 2.751701 -0.042359 -0.81 0.76 -1.03
N 1.510165 0.952356 1.341645 1.16 -0.77 -1.99
C -0.609109 2.119081 -1.430325 -0.83 1.60 0.70
C 1.240041 -1.541102 -0.023319 2.25 -2.09 1.65
C 0.507290 -0.383438 -0.486422 -0.55 0.95 1.57
C 0.363807 0.740911 0.510335 -1.03 0.76 -0.10
C -0.907173 0.542151 1.367908 -1.65 1.29 0.79
C -0.178525 -0.263126 -1.608766 1.78 -0.55 -2.51
C 0.349134 2.009070 -0.332104 0.45 0.13 0.85
C -0.868547 0.974305 -2.009846 -0.14 -2.47 -0.05
H -1.250339 3.001078 -1.591437 0.83 -0.26 -0.08
H -0.729287 0.936195 2.487375 -0.61 -0.97 -2.52
H -1.858605 1.103432 0.911282 2.19 -1.09 1.01
H -1.159845 -0.528305 1.326152 -0.05 0.36 0.57
H -1.609646 0.703953 -2.728187 -0.62 0.95 -0.65
H 0.797215 -2.040036 0.961458 0.70 1.13 -2.02
H 2.401492 -1.352593 0.250802 -2.80 -0.23 -0.81
H 1.260150 0.968706 2.287986 -0.21 0.95 1.54
H 0.109987 -0.954922 -2.469358 -1.03 0.45 1.31
H 1.142871 -2.238423 -0.861370 0.48 -0.53 0.48
```
Forces are in eV/Å.

The total charge is 0. For the energy relative to the best compared isomer or geometry (same formula, charge and spin), the calculation gives 129.5 kcal per mole. For the LUMO energy, the calculation gives 0.403 eV. Its electronic energy is -13480.7175 eV.

***

Entry 9:
ORCA calculation (ωB97M-V/def2-TZVPD) on the ion C8H10N2O2PS with charge +1 in a non-equilibrium geometry.

```
24
Properties=species:S:1:pos:R:3:forces:R:3
S -4.071298 -0.421387 -0.284171 0.83 -0.42 0.67
P -0.267566 1.742767 -0.017126 -0.73 -2.82 0.10
O 1.123657 -1.956311 0.285133 -0.69 -0.87 0.07
O 2.066318 0.045166 0.052772 0.65 0.05 0.21
N -1.974819 1.667517 -0.114214 -0.96 -3.35 -0.37
N -1.526484 -0.615640 -0.105737 2.18 1.50 0.23
C 3.402487 -0.576805 0.432101 -2.28 2.36 0.59
C -3.328292 -2.037146 -0.071201 1.19 1.84 -0.74
C -2.478464 0.282881 -0.156830 -0.91 4.32 -0.20
C -1.987431 -1.888649 -0.110378 0.58 -4.19 0.65
C -2.818559 2.838419 0.079164 -0.17 -0.77 -1.53
C -0.245955 -0.028575 0.014086 0.45 1.97 -0.43
C 4.444674 -0.124987 -0.502386 0.75 -0.35 0.51
C 1.037510 -0.772263 0.122734 -0.29 -0.13 -0.03
H 3.565568 -0.217045 1.425308 -0.01 0.71 0.65
H 4.644747 -0.994132 -1.145556 0.38 0.92 -0.40
H -3.587046 3.010934 -0.633052 -0.92 -0.86 -0.94
H 5.247393 0.006756 0.258853 0.33 0.19 -1.40
H -1.286440 -2.794450 -0.073219 -0.86 1.89 0.00
H -3.771524 -3.013189 -0.024706 -0.72 0.17 -0.12
H 3.204739 -1.578849 0.587871 0.03 -2.20 -0.50
H -3.234762 2.828501 1.009928 -1.19 -0.17 2.62
H -2.338742 3.755505 -0.028403 1.91 1.24 0.03
H 4.180294 0.840991 -1.000967 0.44 -1.03 0.34
```
Forces are in eV/Å.

The total charge is +1. For the energy relative to the best compared isomer or geometry (same formula, charge and spin), the calculation gives 0.0 kcal per mole. For the LUMO energy, the calculation gives -4.364 eV. Its electronic energy is -35649.5883 eV.

***

Entry 10:
ORCA calculation (ωB97M-V/def2-TZVPD) on the ion C8H10N3 with charge +1 in a non-equilibrium geometry.

```
21
Properties=species:S:1:pos:R:3:forces:R:3
N -1.140774 0.910659 0.176728 1.96 -1.36 -1.28
N -1.355958 -1.660275 -0.059468 0.94 -0.94 0.34
N -0.139222 1.782086 0.121378 -0.30 1.09 1.49
C -2.461720 1.568309 0.036533 -0.83 0.69 -0.95
C 2.361981 1.657756 0.139460 0.44 -1.34 -0.17
C 1.870252 -1.210289 -0.268488 1.72 4.81 1.45
C 3.360805 0.758210 -0.083326 2.54 0.49 0.81
C 0.814347 -0.227202 0.028531 0.33 -2.83 -0.84
C 3.157289 -0.641025 -0.225055 -0.94 -1.12 -1.08
C -0.561297 -0.425077 0.025706 -1.07 3.36 -0.33
C 1.042318 1.167857 0.175860 -1.23 -1.54 -0.95
H -2.425981 2.295237 -0.865360 0.26 -0.99 1.85
H 1.686654 -2.172493 -0.568584 -0.39 -2.31 -0.39
H 4.113194 -1.161213 -0.448405 -1.19 -0.25 0.20
H -1.512939 -2.199129 -0.995326 0.23 1.76 1.43
H 2.577865 2.647331 0.347656 0.27 1.93 0.09
H -0.722355 -2.332903 0.496695 -1.87 0.76 -0.40
H -2.271609 -1.400590 0.394201 0.95 -1.18 -0.34
H -3.249910 0.880101 -0.266990 0.17 -0.49 0.17
H -2.825568 2.066092 0.984453 0.90 -0.47 -1.09
H 4.518687 1.031703 -0.079267 -2.89 -0.07 0.00
```
Forces are in eV/Å.

The total charge is +1. For the energy relative to the best compared isomer or geometry (same formula, charge and spin), the calculation gives 37.5 kcal per mole. For the LUMO energy, the calculation gives -4.013 eV. Its electronic energy is -12919.0897 eV.